1.
{"formula": "C61H66F9N6PSi2V", "method": "ωB97M-V/def2-TZVPD", "e_homo_ha": [-0.2425, -0.2438], "spin_multiplicity": 4, "charge": 0, "s_squared": 3.83, "total_energy_ev": -148458.6530, "homo_lumo_gap_ev": [6.31, 5.10], "lumo_ha": [-0.0107, -0.0562], "symbols": ["V", "C", "N", "C", "C", "C", "C", "C", "C", "C", "N", "C", "C", "C", "C", "C", "C", "N", "C", "C", "H", "H", "H", "H", "H", "H", "H", "H", "H", "H", "H", "H", "H", "H", "H", "H", "H", "H", "H", "H", "C", "C", "C", "C", "C", "C", "N", "C", "C", "C", "C", "C", "N", "C", "C", "C", "C", "C", "C", "N", "H", "H", "H", "H", "H", "H", "H", "H", "H", "H", "H", "H", "H", "H", "H", "F", "C", "F", "F", "C", "C", "C", "C", "C", "C", "P", "C", "C", "C", "C", "C", "C", "C", "F", "F", "F", "C", "C", "C", "C", "C", "C", "C", "F", "F", "F", "H", "H", "H", "H", "H", "H", "H", "H", "H", "H", "H", "H", "C", "Si", "C", "C", "C", "Si", "C", "C", "C", "H", "H", "H", "H", "H", "H", "H", "H", "H", "H", "H", "H", "H", "H", "H", "H", "H", "H", "H"], "xyz": [[-0.153, -0.715, -0.487], [0.306, 1.126, 3.904], [0.825, 0.481, 2.720], [1.637, 1.351, 1.894], [1.233, -0.851, 2.820], [1.406, -1.441, 4.073], [1.743, -2.771, 4.225], [1.854, -3.568, 3.103], [1.687, -3.003, 1.854], [1.436, -1.642, 1.657], [1.427, -1.105, 0.349], [2.635, -1.117, -0.337], [3.686, -2.004, -0.026], [4.822, -2.120, -0.798], [4.988, -1.330, -1.920], [4.045, -0.352, -2.169], [2.907, -0.204, -1.387], [2.113, 0.998, -1.528], [1.786, 1.331, -2.911], [2.909, 2.106, -0.997], [-0.401, 0.467, 4.404], [-0.233, 2.022, 3.597], [1.095, 1.418, 4.613], [2.090, 2.145, 2.502], [1.039, 1.801, 1.090], [2.449, 0.772, 1.459], [1.304, -0.837, 4.960], [1.896, -3.181, 5.211], [2.065, -4.623, 3.192], [1.734, -3.647, 0.988], [3.611, -2.629, 0.850], [5.580, -2.836, -0.515], [5.856, -1.430, -2.552], [4.213, 0.339, -2.983], [2.625, 1.795, -3.445], [0.965, 2.048, -2.908], [1.494, 0.436, -3.446], [3.783, 2.319, -1.628], [3.273, 1.884, 0.002], [2.290, 3.002, -0.970], [-1.029, 0.172, -3.641], [-1.488, 1.154, -2.612], [-2.209, 3.647, -2.399], [-3.062, 3.474, -1.199], [-2.903, 2.485, -0.309], [-1.922, 1.425, -0.274], [-1.334, 0.842, -1.365], [-1.871, 0.690, 0.954], [-2.429, 1.268, 2.121], [-2.881, 0.453, 3.127], [-2.626, -0.906, 3.024], [-1.775, -1.380, 2.019], [-1.418, -0.604, 0.974], [-1.326, -2.769, 2.253], [-1.213, -3.205, 3.581], [-0.978, -4.542, 3.839], [-0.822, -5.406, 2.774], [-0.872, -4.887, 1.485], [-0.634, -5.795, 0.321], [-1.127, -3.610, 1.244], [-1.904, -0.324, -4.069], [-0.399, -0.586, -3.182], [-0.518, 0.679, -4.459], [-2.662, 4.409, -3.048], [-3.905, 4.139, -1.089], [-3.616, 2.471, 0.504], [-2.535, 2.339, 2.193], [-3.407, 0.856, 3.978], [-3.053, -1.591, 3.737], [-1.281, -2.510, 4.400], [-0.923, -4.904, 4.854], [-0.654, -6.460, 2.923], [-1.153, -6.739, 0.474], [0.431, -6.010, 0.242], [-0.965, -5.339, -0.605], [4.594, 8.952, -0.470], [3.367, 9.088, 0.071], [2.831, 10.182, -0.483], [3.570, 9.379, 1.369], [2.532, 7.854, -0.116], [2.893, 6.690, 0.550], [2.144, 5.545, 0.356], [1.036, 5.545, -0.485], [0.671, 6.725, -1.123], [1.420, 7.873, -0.950], [0.027, 3.984, -0.532], [-0.818, 4.129, -2.126], [-2.275, 2.309, -3.208], [-2.047, 2.564, -4.655], [-1.230, 3.526, -5.182], [-0.246, 4.311, -4.547], [0.008, 4.438, -3.184], [-1.256, 3.660, -6.687], [-2.456, 3.400, -7.235], [-0.386, 2.817, -7.291], [-0.920, 4.888, -7.112], [-1.006, 4.682, 0.828], [-2.052, 5.582, 0.691], [-2.693, 6.066, 1.816], [-2.273, 5.666, 3.080], [-1.206, 4.793, 3.229], [-0.577, 4.313, 2.098], [-3.016, 6.156, 4.286], [-3.522, 7.386, 4.119], [-4.065, 5.355, 4.578], [-2.260, 6.196, 5.393], [3.744, 6.686, 1.214], [2.423, 4.633, 0.863], [-0.197, 6.747, -1.766], [1.133, 8.787, -1.446], [-3.326, 1.984, -3.129], [-2.683, 2.017, -5.338], [0.438, 4.830, -5.204], [0.967, 4.880, -2.934], [-2.364, 5.900, -0.291], [-3.511, 6.762, 1.725], [-0.877, 4.500, 4.216], [0.261, 3.641, 2.190], [-3.798, -0.902, -1.761], [-2.703, -2.490, -1.810], [-3.625, -3.481, -0.444], [-3.271, -3.312, -3.451], [-0.791, -2.480, -1.515], [0.380, -3.346, -2.766], [-0.349, -4.819, -3.762], [1.329, -2.338, -4.105], [1.852, -4.168, -1.842], [-4.836, -1.216, -1.681], [-3.726, -0.281, -2.646], [-3.593, -0.288, -0.891], [-4.667, -3.620, -0.719], [-3.608, -2.938, 0.496], [-3.205, -4.462, -0.264], [-4.341, -3.174, -3.576], [-3.088, -4.379, -3.439], [-2.784, -2.900, -4.328], [-0.704, -3.116, -0.627], [-0.985, -4.496, -4.577], [-0.925, -5.494, -3.137], [0.465, -5.393, -4.196], [0.703, -1.896, -4.874], [1.934, -1.561, -3.646], [2.018, -3.018, -4.600], [1.767, -5.250, -1.818], [1.917, -3.814, -0.824], [2.795, -3.923, -2.322]], "lowdin_charge": [0.927, -0.080, -0.166, -0.071, -0.178, -0.031, -0.091, -0.093, -0.061, -0.213, -0.092, -0.209, -0.026, -0.081, -0.081, -0.043, -0.212, -0.172, -0.083, -0.094, 0.085, 0.059, 0.097, 0.096, 0.048, 0.076, 0.101, 0.109, 0.112, 0.095, 0.099, 0.107, 0.101, 0.112, 0.095, 0.062, 0.060, 0.098, 0.079, 0.018, -0.043, -0.272, -0.248, -0.106, -0.073, -0.288, 0.045, -0.212, -0.039, -0.043, -0.031, -0.181, 0.046, -0.211, -0.034, -0.051, -0.024, -0.323, -0.016, 0.142, 0.098, 0.024, 0.090, 0.160, 0.110, 0.114, 0.099, 0.118, 0.110, 0.112, 0.116, 0.115, 0.087, 0.083, 0.056, 0.139, -0.589, 0.139, 0.139, -0.116, 0.001, -0.079, -0.342, -0.073, 0.006, 1.162, -0.299, -0.173, 0.026, -0.119, 0.008, -0.134, -0.585, 0.134, 0.135, 0.134, -0.340, -0.065, 0.010, -0.118, -0.006, -0.100, -0.589, 0.140, 0.134, 0.140, 0.127, 0.098, 0.109, 0.121, 0.158, 0.134, 0.121, 0.103, 0.110, 0.124, 0.124, 0.071, -0.160, 0.521, -0.172, -0.190, -0.420, 0.504, -0.193, -0.179, -0.160, 0.036, 0.011, 0.015, 0.029, 0.014, 0.010, 0.026, 0.012, 0.015, -0.053, 0.010, 0.016, 0.027, 0.022, -0.008, 0.033, 0.024, -0.021, 0.027]}

***

2.
{"formula": "C36H38B2Cl4F4N7O9SSeSr", "method": "ωB97M-V/def2-TZVPD", "e_homo_ha": -0.2066, "charge": -1, "relative_energy_kcal_mol": 8.89, "total_energy_ev": -206148.8864, "homo_lumo_gap_ev": 5.73, "lumo_ha": 0.0038, "symbols": ["Sr", "C", "C", "N", "O", "B", "F", "F", "O", "N", "C", "C", "C", "N", "O", "B", "F", "F", "O", "N", "C", "C", "C", "H", "H", "H", "H", "H", "H", "H", "H", "H", "H", "H", "H", "Cl", "C", "C", "Cl", "C", "Cl", "C", "O", "C", "O", "C", "Cl", "C", "C", "C", "C", "N", "C", "Se", "N", "C", "C", "C", "C", "C", "C", "C", "C", "C", "C", "H", "H", "H", "H", "H", "H", "H", "H", "H", "H", "H", "H", "H", "H", "H", "H", "H", "H", "H", "H", "H", "H", "O", "C", "N", "S", "O", "O", "C", "C", "C", "C", "C", "C", "H", "H", "H", "H"], "xyz": [[-0.633, -0.289, 0.870], [2.474, -3.918, 0.159], [1.316, -3.217, 0.788], [0.441, -2.547, 0.151], [0.631, -2.444, -1.216], [-0.559, -2.662, -2.104], [-0.824, -4.027, -2.184], [-0.174, -2.139, -3.341], [-1.830, -1.939, -1.737], [-2.074, -2.040, -0.407], [-3.270, -1.889, 0.010], [-4.469, -1.673, -0.859], [-3.399, -1.988, 1.501], [-2.359, -1.650, 2.165], [-2.435, -1.686, 3.553], [-1.725, -2.813, 4.232], [-1.883, -2.567, 5.596], [-2.274, -4.035, 3.847], [-0.249, -2.814, 3.996], [-0.032, -2.896, 2.655], [1.141, -3.219, 2.274], [2.277, -3.597, 3.172], [-4.683, -2.464, 2.102], [2.289, -4.062, -0.901], [2.662, -4.882, 0.633], [3.376, -3.309, 0.280], [-4.207, -1.009, -1.684], [-5.292, -1.249, -0.286], [-4.797, -2.617, -1.301], [1.966, -3.534, 4.210], [3.129, -2.933, 3.014], [2.610, -4.615, 2.959], [-5.158, -3.200, 1.452], [-5.358, -1.612, 2.211], [-4.496, -2.907, 3.073], [-1.145, -1.086, 8.096], [-0.734, -0.458, 6.563], [-1.567, 0.641, 6.028], [-2.893, 1.154, 6.972], [-1.319, 1.251, 4.850], [-2.238, 2.541, 4.232], [-0.248, 0.721, 4.006], [-0.013, 1.136, 2.895], [0.644, -0.425, 4.557], [1.566, -0.793, 3.879], [0.329, -0.943, 5.898], [1.365, -2.135, 6.533], [4.090, 3.737, 0.828], [3.749, 3.846, -0.652], [2.275, 4.148, -0.909], [1.334, 2.988, -0.611], [1.536, 1.887, -1.545], [2.154, 0.707, -1.292], [2.657, 0.106, 0.384], [2.174, 0.005, -2.450], [2.815, -1.284, -2.686], [4.079, -1.127, -3.525], [5.184, -0.309, -2.861], [5.835, -1.028, -1.686], [1.540, 0.732, -3.444], [1.231, 0.418, -4.758], [0.530, 1.369, -5.482], [0.140, 2.583, -4.908], [0.430, 2.883, -3.586], [1.142, 1.934, -2.870], [5.158, 3.575, 0.977], [3.569, 2.901, 1.295], [3.813, 4.653, 1.355], [4.030, 2.924, -1.171], [4.351, 4.637, -1.109], [2.131, 4.460, -1.947], [1.965, 4.997, -0.291], [0.289, 3.288, -0.682], [1.482, 2.589, 0.392], [2.079, -1.925, -3.168], [3.008, -1.728, -1.713], [3.819, -0.693, -4.494], [4.454, -2.134, -3.739], [4.780, 0.655, -2.535], [5.945, -0.073, -3.610], [5.124, -1.199, -0.878], [6.663, -0.449, -1.274], [6.231, -1.998, -2.000], [1.491, -0.540, -5.183], [0.260, 1.160, -6.508], [-0.417, 3.294, -5.503], [0.103, 3.808, -3.133], [-4.930, 0.810, 1.712], [-4.178, 1.321, 0.906], [-2.813, 1.364, 0.981], [-2.191, 2.221, -0.216], [-1.630, 3.491, 0.167], [-1.270, 1.335, -0.926], [-3.666, 2.446, -1.151], [-3.864, 3.036, -2.383], [-5.176, 3.110, -2.834], [-6.227, 2.621, -2.059], [-5.998, 2.037, -0.820], [-4.693, 1.952, -0.374], [-3.036, 3.406, -2.972], [-5.387, 3.551, -3.800], [-7.238, 2.695, -2.439], [-6.803, 1.646, -0.211]], "lowdin_charge": [1.413, -0.008, -0.280, -0.040, -0.031, -1.082, 0.134, 0.126, 0.043, -0.026, -0.266, -0.001, -0.258, -0.030, 0.020, -1.115, 0.112, 0.144, -0.015, 0.097, -0.256, -0.018, 0.005, 0.083, 0.080, 0.081, 0.087, 0.074, 0.095, 0.040, 0.090, 0.081, 0.087, 0.081, 0.080, 0.737, -0.683, -0.650, 0.739, -0.625, 0.786, -0.305, -0.029, -0.307, 0.116, -0.626, 0.809, -0.114, -0.257, -0.174, -0.157, -0.021, -0.645, 0.737, 0.010, -0.144, -0.175, -0.254, -0.112, -0.133, 0.003, -0.083, -0.090, -0.009, -0.150, 0.069, 0.031, 0.072, 0.092, 0.102, 0.102, 0.120, 0.082, 0.084, 0.118, 0.074, 0.100, 0.117, 0.094, 0.102, 0.024, 0.069, 0.072, 0.117, 0.099, 0.097, 0.114, 0.063, -0.524, -0.121, 0.604, -0.293, -0.422, -0.211, -0.027, -0.072, -0.069, -0.004, -0.134, 0.115, 0.102, 0.101, 0.121]}

***

3.
{"formula": "C3H7NO2", "method": "ωB97M-V/def2-TZVPD", "e_homo_ha": -0.3501, "charge": 0, "relative_energy_kcal_mol": 81.32, "total_energy_ev": -8807.0026, "homo_lumo_gap_ev": 10.09, "lumo_ha": 0.0207, "symbols": ["C", "N", "C", "O", "O", "C", "H", "H", "H", "H", "H", "H", "H"], "xyz": [[0.932, -0.396, 2.047], [0.737, -1.199, 0.318], [0.172, -0.135, -0.230], [0.034, 0.871, 0.459], [-0.236, -0.198, -1.510], [-0.830, 1.014, -1.980], [1.806, -0.977, 2.212], [0.018, -0.758, 2.505], [1.100, 0.676, 2.313], [0.829, -2.066, -0.257], [-1.715, 1.274, -1.391], [-1.114, 0.815, -3.014], [-0.115, 1.841, -1.936]], "lowdin_charge": [0.120, 0.116, -0.709, -0.002, -0.038, -0.062, 0.030, 0.062, 0.081, 0.124, 0.094, 0.090, 0.094]}